# 1
Density functional theory data (the ωB97M-V functional and the def2-TZVPD basis) for a molecular structure, C44H41N3ORuS2Te in a non-equilibrium geometry.

```
93
Properties=species:S:1:pos:R:3:forces:R:3:mulliken_spin:R:1
Ru 0.112 0.163 0.317 -1.1 -0.3 -0.1 0.047
C -2.548 2.260 -0.593 0.0 -0.1 0.0 0.007
C -1.187 2.790 -0.897 -0.1 -0.1 0.0 0.000
C -1.082 4.142 -1.303 0.0 0.0 0.0 -0.003
C 0.130 4.674 -1.603 0.0 0.0 0.0 0.002
C 1.275 3.847 -1.561 0.0 0.0 0.0 -0.002
C 2.570 4.319 -1.871 0.0 0.0 0.0 0.009
C 3.643 3.473 -1.842 0.0 0.0 0.0 -0.004
C 3.459 2.116 -1.524 0.0 0.0 0.0 0.009
C 2.211 1.635 -1.214 -0.1 0.0 0.1 -0.003
S 1.912 -0.054 -0.885 0.5 -0.1 0.0 0.019
C 1.095 2.504 -1.193 0.0 0.0 0.0 0.002
N -0.133 2.001 -0.811 0.1 0.1 0.2 -0.004
H -3.147 2.269 -1.507 0.0 0.0 0.0 0.000
H -3.051 2.900 0.129 0.0 0.0 0.1 0.000
H -2.515 1.243 -0.214 0.0 0.0 0.1 -0.004
H -1.986 4.733 -1.356 0.0 0.0 0.0 0.000
H 0.230 5.713 -1.893 0.0 0.0 0.0 0.000
H 2.694 5.361 -2.135 0.0 0.0 0.0 0.000
H 4.635 3.838 -2.069 0.0 0.0 0.0 0.000
H 4.304 1.440 -1.528 0.0 0.0 0.0 0.000
S -2.377 -3.397 -0.710 0.0 0.0 0.0 -0.002
C -2.875 -2.138 -1.762 0.0 0.0 0.0 0.004
C -2.146 -0.998 -1.599 0.0 0.0 0.0 -0.001
C -1.153 -1.118 -0.580 0.1 0.1 0.0 0.028
C -1.171 -2.388 -0.041 0.0 0.0 0.1 -0.024
C -0.125 -2.738 0.894 0.0 -0.1 0.0 0.010
C 0.153 -3.998 1.411 0.0 0.0 0.0 0.016
C 1.269 -4.161 2.210 0.0 0.0 0.0 -0.005
C 2.085 -3.067 2.477 0.0 0.0 0.0 0.006
C 1.739 -1.840 1.949 -0.1 0.1 0.1 -0.007
N 0.653 -1.678 1.192 0.3 0.0 -0.4 0.007
H -3.685 -2.313 -2.452 0.0 0.0 0.0 0.000
H -2.308 -0.113 -2.197 0.0 0.0 0.0 0.000
H -0.493 -4.832 1.170 0.0 0.0 0.0 0.000
H 1.509 -5.134 2.616 0.0 0.0 0.0 0.000
H 2.977 -3.161 3.079 0.0 0.0 0.0 0.000
H 2.324 -0.948 2.138 0.0 0.0 0.0 0.001
C -5.882 -6.179 3.351 0.0 0.0 0.0 0.001
C -4.917 -5.026 3.357 0.0 0.0 0.0 0.014
C -5.244 -3.809 2.774 0.0 0.0 0.0 -0.004
C -4.362 -2.735 2.772 0.0 0.1 0.0 -0.145
C -4.766 -1.464 2.080 0.0 0.0 0.0 0.065
C -3.125 -2.881 3.405 0.3 0.1 0.0 0.167
Te -1.669 -1.257 3.517 -0.3 -0.6 0.2 0.574
N -0.471 0.343 2.227 0.2 0.5 0.0 0.150
C 0.446 1.223 2.595 -0.4 0.3 -0.5 0.031
O 1.060 1.738 1.598 0.8 -0.3 0.4 0.027
C 0.776 1.665 3.972 -0.2 0.0 0.0 -0.018
C 0.749 0.802 5.063 0.0 0.1 0.0 -0.003
C 1.066 1.271 6.329 0.0 0.0 0.0 0.003
C 1.402 2.604 6.512 0.0 0.0 0.0 -0.001
C 1.442 3.465 5.423 0.0 0.0 0.0 0.001
C 1.142 2.996 4.156 0.0 0.0 0.0 0.004
C -2.866 0.059 4.668 0.1 0.1 0.2 0.077
C -3.014 -0.251 6.025 0.0 0.0 0.0 0.017
C -2.407 -1.449 6.707 0.0 0.0 0.0 0.011
C -3.792 0.589 6.819 0.0 0.0 0.0 0.003
C -4.404 1.722 6.315 0.0 0.0 0.0 -0.003
C -5.240 2.615 7.187 0.0 0.0 0.0 0.000
C -4.224 2.015 4.969 0.0 0.0 0.0 0.002
C -3.465 1.209 4.134 0.0 -0.1 0.0 -0.087
C -3.304 1.633 2.706 0.1 0.1 -0.1 0.019
C -2.743 -4.113 3.960 0.0 0.0 0.0 -0.031
C -1.411 -4.384 4.620 0.0 0.0 0.0 0.034
C -3.662 -5.158 3.935 0.0 0.0 0.0 0.001
H -6.754 -5.962 2.736 0.0 0.0 0.0 0.000
H -6.229 -6.397 4.362 0.0 0.0 0.0 0.001
H -5.408 -7.083 2.967 0.0 0.0 0.0 0.001
H -6.210 -3.694 2.294 0.0 0.0 0.0 -0.001
H -5.702 -1.603 1.541 0.0 0.0 0.0 0.002
H -4.006 -1.158 1.355 0.0 0.0 0.0 -0.008
H -4.904 -0.651 2.794 0.0 0.0 0.0 -0.009
H 0.513 -0.244 4.925 0.0 0.0 0.0 0.001
H 1.058 0.593 7.173 0.0 0.0 0.0 0.000
H 1.644 2.971 7.501 0.0 0.0 0.0 0.000
H 1.714 4.503 5.563 0.0 0.0 0.0 0.000
H 1.187 3.651 3.296 0.0 0.0 0.0 0.001
H -1.708 -1.995 6.077 0.0 0.0 0.0 -0.005
H -3.187 -2.147 7.015 0.0 0.0 0.0 0.000
H -1.867 -1.135 7.601 0.0 0.0 0.0 0.001
H -3.916 0.339 7.867 0.0 0.0 0.0 0.001
H -5.305 2.230 8.203 0.0 0.0 0.0 0.000
H -6.253 2.705 6.792 0.0 0.0 0.0 0.000
H -4.817 3.620 7.232 0.0 0.0 0.0 0.000
H -4.692 2.901 4.552 0.0 0.0 0.0 0.000
H -4.168 2.213 2.382 0.0 0.0 0.0 0.000
H -3.181 0.788 2.032 0.0 0.0 0.0 0.008
H -2.409 2.250 2.606 0.0 0.0 -0.1 0.004
H -0.587 -3.834 4.169 0.0 0.0 0.0 -0.019
H -1.177 -5.446 4.553 0.0 0.0 0.0 0.000
H -1.439 -4.126 5.681 0.0 0.0 0.0 -0.001
H -3.380 -6.108 4.377 0.0 0.0 0.0 0.003
```
Positions in Å, forces in eV/Å.

Expectation value of S²   0.7617
Multiplicity   2
Orbital gap (spin up / spin down)   5.7 / 6.1 eV
Charge   +1

=====

# 2
Density functional theory data (the ωB97M-V functional and the def2-TZVPD basis) for a molecular structure, C44H42AgAsClN8O2S.

```
100
Properties=species:S:1:pos:R:3:forces:R:3:lowdin_charge:R:1
Ag 1.014 -0.296 -0.544 0.1 -0.4 0.0 0.527
Cl 4.882 0.580 6.036 0.0 0.0 0.0 0.589
C 3.789 0.190 4.722 0.0 0.0 0.0 -0.687
C 2.435 -0.050 4.999 0.0 0.0 0.0 -0.120
C 1.571 -0.355 3.985 0.0 0.0 0.0 -0.019
C 1.986 -0.464 2.613 0.0 0.0 0.1 -0.404
O 1.130 -0.763 1.727 -0.1 -0.1 -0.1 -0.164
C 3.377 -0.201 2.370 0.1 0.1 -0.1 -0.129
C 4.006 -0.214 1.058 -0.1 0.0 0.1 -0.240
O 3.529 -0.547 -0.012 0.1 0.0 0.0 -0.041
C 4.237 0.126 3.435 0.0 0.0 0.0 -0.094
H 2.083 0.015 6.021 0.0 0.0 0.0 0.097
H 0.521 -0.533 4.186 0.0 0.0 0.0 0.105
H 5.064 0.127 1.084 0.0 0.0 0.0 0.114
H 5.280 0.326 3.218 0.0 0.0 0.0 0.103
S 0.570 0.070 -2.974 -0.1 0.2 0.0 0.458
C 0.828 1.780 -2.985 0.0 0.2 -0.1 -0.885
N 1.019 2.433 -4.088 0.3 -0.2 0.0 -0.002
N 1.369 3.770 -3.950 -0.4 0.1 0.1 -0.025
C 2.414 4.277 -3.205 0.2 0.0 -0.1 -0.289
C 2.575 5.666 -3.144 0.0 0.0 0.0 -0.060
C 3.613 6.226 -2.420 0.0 0.0 0.0 -0.119
C 4.514 5.424 -1.732 0.0 0.0 0.0 -0.124
C 4.359 4.044 -1.801 0.0 0.0 0.0 -0.093
C 3.332 3.466 -2.527 0.0 0.0 0.0 -0.046
N 0.724 2.610 -1.797 -0.1 -0.3 0.2 0.015
N 1.008 2.098 -0.709 -0.2 0.5 -0.2 0.019
C 0.773 2.982 0.403 0.1 -0.2 -0.3 -0.239
C 0.309 2.407 1.575 0.0 0.0 0.1 -0.026
C 0.056 3.225 2.669 0.0 -0.1 0.0 -0.074
C 0.300 4.588 2.593 0.0 0.0 0.0 -0.096
C 0.793 5.144 1.417 0.0 0.0 0.0 -0.083
C 1.027 4.344 0.312 0.0 0.1 0.0 -0.017
H 1.093 4.316 -4.748 0.1 -0.1 0.0 0.123
H 1.860 6.303 -3.654 0.0 0.0 0.0 0.102
H 3.706 7.305 -2.381 0.0 0.0 0.0 0.093
H 5.315 5.862 -1.152 0.0 0.0 0.0 0.088
H 5.050 3.396 -1.276 0.0 0.0 0.0 0.101
H 3.237 2.389 -2.561 0.0 0.0 0.0 0.105
H 0.158 1.334 1.628 0.0 0.0 0.0 0.077
H -0.317 2.784 3.584 0.0 0.0 0.0 0.102
H 0.120 5.218 3.455 0.0 0.0 0.0 0.095
H 1.001 6.205 1.362 0.0 0.0 0.0 0.099
H 1.414 4.754 -0.613 0.0 0.0 0.0 0.097
C 1.953 -3.435 -1.920 0.0 0.0 0.0 -0.175
N 1.873 -4.901 -1.994 0.0 0.0 0.0 -0.086
C 0.467 -5.287 -1.843 0.0 0.0 0.0 -0.181
N -0.116 -4.821 -0.580 0.0 0.0 0.0 -0.078
C 0.017 -3.359 -0.552 0.0 0.0 0.0 -0.212
N 1.411 -2.930 -0.661 -0.1 0.0 0.0 -0.123
C 2.163 -3.512 0.449 0.1 0.0 0.0 -0.173
N 2.096 -4.981 0.437 0.0 0.0 0.0 -0.085
C 2.612 -5.447 -0.852 0.0 0.0 0.0 -0.187
C 0.686 -5.365 0.519 0.0 0.0 0.0 -0.183
H 1.392 -2.995 -2.747 0.0 0.0 0.0 0.109
H 2.996 -3.123 -2.002 0.0 0.0 0.0 0.130
H 0.393 -6.377 -1.885 0.0 0.0 0.0 0.118
H -0.108 -4.862 -2.669 0.0 0.0 0.0 0.125
H -0.381 -2.976 0.392 0.0 0.0 0.0 0.093
H -0.553 -2.930 -1.380 0.0 0.0 0.0 0.108
H 1.755 -3.126 1.384 0.0 0.0 0.0 0.117
H 3.205 -3.197 0.366 0.0 0.0 0.0 0.122
H 2.551 -6.538 -0.884 0.0 0.0 0.0 0.118
H 3.660 -5.151 -0.938 0.0 0.0 0.0 0.122
H 0.279 -5.001 1.465 0.0 0.0 0.0 0.123
H 0.613 -6.456 0.501 0.0 0.0 0.0 0.118
C -4.227 -3.865 -2.684 0.0 0.0 0.0 -0.103
C -3.852 -4.113 -1.372 0.0 0.0 0.0 -0.092
C -3.320 -3.093 -0.595 -0.1 0.0 0.0 -0.123
C -3.165 -1.811 -1.113 0.0 0.0 0.1 -0.389
C -3.528 -1.575 -2.438 0.1 0.0 0.0 -0.114
C -4.060 -2.594 -3.215 0.0 0.0 0.0 -0.089
As -2.221 -0.399 -0.133 0.1 0.0 0.1 1.339
C -3.306 1.099 -0.749 0.0 0.0 0.0 -0.411
C -4.700 1.058 -0.776 0.0 0.0 0.0 -0.131
C -5.423 2.147 -1.232 0.0 0.0 0.0 -0.092
C -4.760 3.290 -1.670 0.0 0.0 0.0 -0.097
C -3.377 3.335 -1.653 0.0 0.0 0.0 -0.075
C -2.651 2.240 -1.193 0.0 0.0 0.0 -0.098
C -2.943 -0.609 1.682 0.1 0.0 0.0 -0.364
C -3.731 0.357 2.302 -0.1 0.0 0.0 -0.104
C -4.085 0.232 3.640 0.0 0.0 0.0 -0.094
C -3.651 -0.856 4.382 0.0 0.0 0.0 -0.103
C -2.843 -1.811 3.783 0.0 0.0 0.0 -0.092
C -2.481 -1.678 2.451 0.0 0.0 0.0 -0.131
H -4.637 -4.661 -3.293 0.0 0.0 0.0 0.094
H -3.954 -5.105 -0.951 0.0 0.0 0.0 0.099
H -3.025 -3.317 0.422 0.0 0.0 0.0 0.083
H -3.379 -0.595 -2.875 0.0 0.0 0.0 0.102
H -4.335 -2.392 -4.243 0.0 0.0 0.0 0.099
H -5.219 0.166 -0.444 0.0 0.0 0.0 0.110
H -6.505 2.107 -1.248 0.0 0.0 0.0 0.097
H -5.327 4.139 -2.030 0.0 0.0 0.0 0.096
H -2.849 4.215 -1.999 0.0 0.0 0.0 0.104
H -1.569 2.280 -1.194 -0.1 0.0 0.0 0.062
H -4.072 1.219 1.746 0.0 0.0 0.0 0.089
H -4.698 0.996 4.103 0.0 0.0 0.0 0.098
H -3.925 -0.949 5.425 0.0 0.0 0.0 0.095
H -2.472 -2.650 4.357 0.0 0.0 0.0 0.101
H -1.797 -2.402 2.023 0.0 0.0 0.0 0.078
```
Positions in Å, forces in eV/Å.

Multiplicity   1
Orbital gap   6.7 eV
Charge   -1

=====

# 3
Density functional theory data (the ωB97M-V functional and the def2-TZVPD basis) for a molecular structure, C44H42CdCl5N5O5PS.

```
104
Properties=species:S:1:pos:R:3:forces:R:3:lowdin_charge:R:1
Cd -0.391 0.044 0.271 0.0 -0.1 -0.3 1.390
Cl -2.527 -6.748 -1.994 0.0 0.0 0.0 0.613
C -2.116 -5.297 -1.109 0.0 0.0 0.0 -0.687
C -1.561 -4.221 -1.773 0.0 0.0 0.0 -0.147
C -1.242 -3.083 -1.058 0.0 0.1 0.0 -0.544
Cl -0.557 -1.735 -1.921 -0.2 -0.1 -0.3 0.765
C -1.456 -2.932 0.336 0.0 0.1 0.1 -0.522
O -1.159 -1.888 1.019 0.0 0.0 -0.1 -0.241
C -2.030 -4.081 0.940 0.0 0.0 0.0 -0.574
Cl -2.340 -4.015 2.652 0.0 0.0 -0.1 0.700
C -2.355 -5.231 0.252 0.0 0.0 0.1 -0.151
H -1.379 -4.261 -2.838 0.0 0.0 0.0 0.103
H -2.792 -6.069 0.777 0.0 0.0 0.0 0.099
N 1.630 0.875 -2.436 -0.1 0.2 0.0 0.095
C 2.403 2.018 -2.296 -0.1 -0.2 -0.1 -0.336
C 3.629 2.121 -2.969 0.0 0.0 0.0 -0.048
C 4.413 3.250 -2.856 0.0 0.0 0.0 -0.098
C 3.994 4.320 -2.070 0.0 -0.1 0.0 -0.102
C 2.801 4.212 -1.378 0.1 0.0 0.1 -0.090
C 2.001 3.071 -1.456 -0.1 0.0 0.1 -0.313
P 0.501 2.876 -0.417 0.1 0.1 -0.1 1.095
C 0.861 4.034 0.964 0.0 -0.1 0.0 -0.367
C 1.708 3.561 1.963 0.1 0.0 0.0 -0.106
C 2.056 4.357 3.044 0.0 0.0 0.0 -0.072
C 1.559 5.649 3.134 -0.1 0.0 -0.1 -0.086
C 0.716 6.135 2.143 0.0 0.0 0.0 -0.091
C 0.366 5.333 1.065 0.0 0.0 -0.1 -0.092
C -0.783 3.796 -1.347 0.0 0.0 0.1 -0.380
C -2.056 3.890 -0.785 0.0 0.0 0.1 -0.112
C -3.081 4.535 -1.460 0.0 0.0 0.0 -0.106
C -2.847 5.089 -2.712 0.0 0.0 0.0 -0.096
C -1.585 4.994 -3.280 0.0 0.0 0.0 -0.082
C -0.559 4.348 -2.602 0.0 0.0 0.0 -0.077
H 1.931 0.258 -3.175 0.0 0.0 0.0 0.091
H 0.619 1.016 -2.460 0.0 0.0 0.0 0.008
H 3.948 1.295 -3.594 0.0 0.0 0.0 0.106
H 5.354 3.302 -3.390 0.0 0.0 0.0 0.098
H 4.600 5.212 -1.979 0.0 0.0 0.0 0.094
H 2.494 5.025 -0.733 0.0 0.0 0.0 0.103
H 2.093 2.550 1.905 0.0 0.1 0.0 0.081
H 2.691 3.946 3.816 0.0 0.0 0.0 0.096
H 1.817 6.273 3.981 0.0 0.0 0.0 0.097
H 0.324 7.142 2.206 0.0 0.0 0.0 0.097
H -0.288 5.735 0.301 0.0 -0.1 0.0 0.099
H -2.249 3.442 0.184 0.0 0.0 0.0 0.094
H -4.068 4.584 -1.018 0.0 0.0 0.0 0.095
H -3.649 5.584 -3.246 0.0 0.0 0.0 0.099
H -1.398 5.416 -4.260 0.0 0.0 0.0 0.099
H 0.419 4.264 -3.059 0.0 0.0 0.0 0.103
C -0.352 -3.649 7.712 0.0 0.0 0.0 -0.057
C 0.146 -2.613 6.737 0.0 0.0 0.0 -0.276
C 0.990 -1.589 7.155 0.0 0.0 0.0 -0.046
C 1.470 -0.650 6.254 0.0 0.0 -0.1 -0.054
C 1.105 -0.736 4.918 0.0 0.0 0.0 -0.267
C 0.252 -1.743 4.481 0.0 0.1 0.1 -0.040
C -0.219 -2.672 5.396 0.0 0.0 0.0 -0.037
S 1.789 0.435 3.763 -0.2 -0.2 -0.1 0.559
O 2.028 1.648 4.515 0.1 0.1 0.1 -0.331
O 2.952 -0.178 3.170 0.1 -0.1 -0.1 -0.314
N 0.676 0.581 2.630 0.0 0.2 0.1 -0.160
C -0.510 1.198 2.946 0.1 -0.1 0.0 -0.427
C -0.863 1.860 4.140 0.0 0.0 0.1 -0.013
C -2.134 2.369 4.265 -0.1 0.0 0.0 -0.069
C -3.061 2.239 3.230 0.0 0.0 0.0 -0.080
C -2.643 1.603 2.085 0.0 0.0 -0.1 -0.155
N -1.407 1.116 1.948 -0.2 0.2 0.3 -0.006
H -0.380 -3.254 8.728 0.0 0.0 0.0 0.071
H 0.303 -4.523 7.714 0.0 0.0 0.0 0.081
H -1.353 -3.990 7.447 0.0 0.0 0.0 0.075
H 1.270 -1.521 8.201 0.0 0.0 0.0 0.107
H 2.115 0.157 6.576 0.0 0.0 0.0 0.110
H -0.062 -1.792 3.444 0.0 0.0 0.0 0.086
H -0.889 -3.451 5.057 0.0 0.0 0.0 0.075
H -0.136 1.976 4.929 -0.1 0.0 0.0 0.094
H -2.412 2.877 5.181 0.0 0.0 0.0 0.104
H -4.068 2.621 3.312 0.0 0.0 0.0 0.094
H -3.289 1.459 1.225 0.0 0.0 0.0 0.097
Cl -3.862 -0.134 -3.917 0.0 0.1 0.1 0.576
C -3.530 1.290 -2.888 0.0 -0.1 -0.1 -0.991
Cl -4.967 1.709 -1.938 0.0 -0.1 0.0 0.590
C -2.286 0.984 -2.025 -0.1 0.1 0.0 -0.860
O -1.210 1.218 -2.599 0.1 -0.2 -0.1 -0.104
O -2.476 0.544 -0.875 0.4 0.0 0.2 -0.147
H -3.316 2.118 -3.554 0.0 0.0 0.0 0.050
C 2.391 -2.778 -1.103 0.1 0.0 -0.1 -0.195
C 3.609 -3.639 -0.668 0.0 0.0 0.0 -0.160
N 4.181 -3.136 0.581 -0.1 0.0 0.0 -0.160
C 3.156 -3.226 1.630 0.0 0.1 0.0 -0.145
C 1.866 -2.494 1.185 0.2 0.0 0.0 -0.166
N 2.101 -1.773 -0.079 -0.2 0.0 0.2 -0.175
C 3.270 -0.892 0.049 0.0 0.0 0.0 -0.162
C 4.532 -1.722 0.401 0.0 0.0 0.0 -0.152
H 1.501 -3.392 -1.252 0.1 0.0 0.0 0.082
H 2.592 -2.255 -2.043 0.0 0.0 0.0 0.102
H 4.391 -3.628 -1.433 0.0 0.0 0.0 0.107
H 3.317 -4.680 -0.511 0.0 0.0 0.0 0.111
H 3.558 -2.769 2.535 0.0 0.0 0.0 0.108
H 2.964 -4.282 1.835 0.0 0.0 0.0 0.111
H 1.552 -1.778 1.933 0.0 0.1 0.1 0.056
H 1.044 -3.191 1.019 0.0 0.0 0.0 0.107
H 3.058 -0.163 0.828 0.0 0.0 0.0 0.085
H 3.390 -0.357 -0.896 0.0 0.0 0.0 0.090
H 4.984 -1.360 1.325 0.0 0.0 0.0 0.111
H 5.282 -1.662 -0.392 0.0 0.0 0.0 0.108
```
Positions in Å, forces in eV/Å.

Multiplicity   1
Orbital gap   7.7 eV
Charge   -1